Entry from the Open Molecules 2025 dataset: a cluster of 5 separate species, C52H114F3NO5P3 in total (ωB97M-V with the def2-TZVPD basis set).

```
178
Properties=species:S:1:pos:R:3:forces:R:3:mulliken_charge:R:1
C -5.69767 7.19195 -0.08453 0.3 -0.2 0.3 -1.141
C -4.32251 6.55089 0.06028 1.0 -0.2 -0.5 -0.752
C -3.63580 6.14906 -1.28273 -0.8 -1.3 0.4 -0.270
C -4.32870 4.82931 -1.81860 1.3 0.6 -1.1 -0.943
P -3.69478 4.28665 -3.51219 -1.8 1.6 -0.3 0.880
C -5.01757 3.22251 -4.16825 -0.6 -0.3 -0.5 -1.273
C -6.48902 3.65951 -3.91655 0.0 -0.1 0.1 -0.389
C -7.62315 2.92342 -4.68744 0.3 -0.3 1.1 -0.721
C -8.15786 3.62095 -5.90297 0.2 0.0 -0.5 -1.093
C -2.12070 3.41036 -3.43776 -0.7 -0.6 -0.5 -0.964
C -1.02565 4.35992 -3.06628 -0.1 0.3 1.8 -0.377
C 0.39735 3.80942 -3.15548 -1.5 0.6 -1.2 -0.698
C 1.41894 4.69753 -2.45011 0.5 -1.7 0.7 -1.245
C -3.47979 5.81720 -4.59456 -0.1 -0.3 0.3 -1.301
C -4.77877 6.55929 -5.03873 1.3 0.8 2.9 -0.967
C -5.24912 6.15636 -6.33509 -0.5 -1.5 -1.7 0.035
C -6.55474 6.70125 -6.77290 -1.8 1.1 -0.2 -1.604
H -5.67726 7.94513 -0.87218 -0.3 -0.2 -0.3 0.258
H -6.00805 7.72260 0.81557 0.2 -0.1 0.1 0.384
H -6.42108 6.38816 -0.22132 -0.3 0.4 -0.5 0.309
H -4.37935 5.62089 0.62594 -0.1 0.1 0.3 0.356
H -3.63891 7.20431 0.60236 0.0 0.1 0.0 0.431
H -2.60858 5.81651 -1.13331 0.1 0.5 0.4 0.126
H -3.60663 6.98138 -1.98593 -0.3 -0.1 -0.1 0.319
H -5.41767 4.87588 -1.80863 0.1 0.0 -0.3 0.368
H -4.01750 3.97894 -1.21189 -0.1 0.0 0.4 0.529
H -4.89439 2.25313 -3.68531 0.1 -0.1 0.1 0.601
H -4.88831 3.01460 -5.23040 0.4 0.2 -0.1 0.602
H -6.67295 4.71976 -4.09016 0.3 0.1 0.0 0.177
H -6.65047 3.49437 -2.85128 -0.2 0.0 0.0 0.438
H -8.40466 2.87467 -3.92918 -0.3 -0.2 -0.2 0.344
H -7.38641 1.88958 -4.93890 0.3 -0.1 0.2 0.381
H -8.53903 4.61234 -5.65813 -0.1 0.0 -0.1 0.234
H -8.93980 3.02211 -6.36995 -0.2 0.1 0.1 0.430
H -7.38016 3.70676 -6.66186 0.1 0.2 -0.1 0.253
H -1.98197 2.91816 -4.40035 0.0 0.1 -0.3 0.514
H -2.23093 2.59223 -2.72599 0.0 0.0 0.2 0.627
H -1.24822 4.56222 -2.01860 0.3 0.4 0.3 0.220
H -1.17383 5.31349 -3.57307 0.6 0.0 -0.2 0.385
H 0.45949 3.73774 -4.24134 1.1 -0.1 -0.2 0.392
H 0.41326 2.78240 -2.79067 0.1 0.1 0.2 0.395
H 2.37513 4.63313 -2.96939 -0.1 0.8 -0.1 0.339
H 1.63566 4.13207 -1.54380 0.1 0.2 0.4 0.332
H 1.10355 5.66969 -2.07127 0.0 0.1 -0.8 0.351
H -2.87755 5.52848 -5.45598 -0.1 -0.3 -0.2 0.726
H -2.83637 6.51233 -4.05518 -0.1 -0.1 0.3 0.669
H -4.56452 7.62353 -5.13649 0.2 0.2 0.5 0.552
H -5.47596 6.46081 -4.20667 -0.4 0.1 -0.2 0.286
H -5.35018 5.07110 -6.32541 0.4 -0.3 -0.6 0.048
H -4.48161 6.53610 -7.00950 0.1 -0.8 -0.5 0.370
H -6.96166 6.31713 -7.70830 0.5 -0.3 -0.2 0.389
H -6.54406 7.78339 -6.90313 0.2 0.2 0.0 0.413
H -7.37687 6.52616 -6.07897 0.2 -0.1 0.4 0.272
C -0.67041 -0.41143 13.55563 -1.1 -0.8 0.6 -1.438
C -0.55273 0.74490 12.56129 1.3 -0.5 1.0 -0.295
C -0.73398 0.32613 11.13819 0.7 -0.2 -1.2 -0.398
C -0.69119 1.52870 10.12338 -1.6 -0.4 0.7 -1.156
P -0.94349 1.07525 8.34165 0.5 -1.2 0.5 1.114
C -0.67726 2.52293 7.26401 -0.4 0.7 0.4 -0.907
C 0.65251 3.26642 7.41569 1.7 -0.6 -0.3 -0.950
C 1.64403 3.05843 6.21157 -1.4 0.2 0.9 -0.284
C 3.04296 3.57390 6.48731 -0.4 0.1 0.2 -1.379
C 0.35433 -0.20613 7.91772 0.3 1.4 0.1 -1.376
C 0.16732 -1.69654 8.12023 -1.1 0.1 0.5 -0.720
C 1.45025 -2.49477 8.21020 0.2 -0.3 -0.7 -0.761
C 2.27271 -2.34404 6.88388 -0.6 -0.6 1.7 -1.100
C -2.62705 0.33641 8.10312 -0.5 1.4 -0.4 -0.915
C -3.74744 1.38012 7.72595 -0.7 0.1 -0.8 -0.887
C -5.12154 0.76195 7.23857 2.4 -0.6 0.3 -0.410
C -6.03940 1.75402 6.58496 -0.3 0.3 -0.3 -1.355
H -0.34000 -0.19862 14.57231 0.0 0.6 -0.1 0.385
H -0.15901 -1.35371 13.35890 0.4 0.2 -0.8 0.356
H -1.70752 -0.73183 13.65480 -0.2 0.1 0.0 0.342
H 0.49823 1.00800 12.68099 -0.1 1.0 -0.1 0.287
H -1.23776 1.55133 12.82305 0.2 0.1 0.2 0.342
H -1.63512 -0.28604 11.10199 -0.2 0.1 -0.6 0.336
H 0.11193 -0.31363 10.88672 -0.1 -0.4 0.0 0.175
H 0.09106 2.23966 10.38931 0.6 -0.4 -0.6 0.574
H -1.57009 2.11213 10.39768 -0.4 0.2 -0.3 0.547
H -1.42838 3.25629 7.55743 -0.5 -0.3 0.1 0.484
H -0.88869 2.32340 6.21349 0.0 -0.5 0.0 0.593
H 1.21899 2.90929 8.27574 -0.2 0.1 0.4 0.197
H 0.46641 4.32957 7.56789 0.0 0.0 0.0 0.531
H 1.15745 3.59569 5.39751 0.3 -0.2 -0.5 0.363
H 1.65383 1.98656 6.01386 0.1 0.0 -0.4 0.230
H 3.65196 3.50144 5.58622 0.1 0.1 0.2 0.390
H 3.50599 3.01744 7.30220 0.1 -0.2 -0.1 0.342
H 2.99499 4.60059 6.85022 0.1 0.2 -0.3 0.332
H 1.18037 0.14550 8.53586 0.3 0.0 0.3 0.561
H 0.70130 0.02912 6.91154 -0.3 -0.1 -0.2 0.681
H -0.46971 -2.07617 7.32138 0.0 -0.1 0.0 0.508
H -0.36144 -1.84593 9.06163 -0.3 -0.1 0.0 0.318
H 1.14791 -3.53885 8.29127 0.0 -0.1 0.0 0.383
H 1.90811 -2.28438 9.17674 0.6 0.3 -0.2 0.372
H 2.71327 -1.34939 6.81538 -0.2 -0.1 -0.4 0.243
H 1.49252 -2.58644 6.16232 0.5 0.5 -0.7 0.339
H 3.05460 -3.09908 6.80219 0.0 0.1 0.1 0.385
H -2.98215 -0.21303 8.97497 0.5 -0.1 0.2 0.497
H -2.44975 -0.38352 7.30415 -0.3 0.0 -0.2 0.553
H -3.49310 2.02840 6.88740 0.7 -0.1 0.0 0.371
H -3.98114 2.06473 8.54129 0.3 -0.1 0.4 0.401
H -5.47401 0.23416 8.12475 -0.8 -0.1 -0.3 0.360
H -4.82401 0.03865 6.47934 -0.2 -0.4 0.1 0.356
H -5.57312 2.33144 5.78667 0.7 0.3 0.3 0.361
H -6.46142 2.44461 7.31509 -0.3 0.0 -0.2 0.326
H -6.78741 1.26560 5.96044 -0.5 -0.2 0.7 0.397
C 4.12454 -5.50142 -4.30154 -0.3 0.0 0.7 -1.186
C 5.07448 -5.86158 -3.18330 0.4 0.0 -0.6 -0.808
C 6.34193 -5.01208 -3.12083 0.7 -1.3 0.7 -0.278
C 7.37960 -5.58805 -4.15697 -1.0 0.4 0.1 -1.229
P 9.09351 -5.06554 -4.03700 -1.1 2.4 0.7 1.136
C 9.60935 -5.02555 -2.29663 -0.4 0.9 0.2 -1.240
C 9.07827 -3.80696 -1.41591 0.0 0.0 0.6 -0.336
C 9.87755 -3.67814 -0.09097 0.6 1.3 0.6 -0.737
C 9.75192 -2.26426 0.71265 -0.8 -1.6 -1.3 -1.239
C 10.25561 -5.93508 -5.11619 -1.0 -0.3 -0.6 -0.889
C 10.02332 -5.63657 -6.63758 1.0 -0.5 0.5 -0.379
C 10.99927 -6.48149 -7.54441 -1.5 0.6 -1.0 -0.524
C 10.81077 -6.09188 -9.06776 0.4 0.3 1.2 -1.236
C 8.92665 -3.33094 -4.57690 2.1 0.3 -0.6 -1.689
C 10.34172 -2.60042 -4.48298 -0.9 -0.4 -0.6 -0.346
C 10.25533 -1.23271 -5.10689 -0.7 0.6 -0.5 -0.911
C 10.04145 -1.22592 -6.63412 0.4 -0.1 0.2 -1.067
H 3.94536 -4.42953 -4.21764 -0.2 0.1 -0.4 0.318
H 3.19319 -6.00227 -4.03730 -0.2 0.0 -0.7 0.383
H 4.47485 -5.77799 -5.29597 -0.1 0.1 0.0 0.303
H 5.44059 -6.88106 -3.30461 -0.4 -0.3 0.2 0.344
H 4.54871 -5.79661 -2.23069 0.1 0.0 0.0 0.437
H 6.67689 -5.27650 -2.11784 0.5 0.6 0.1 0.230
H 6.13072 -3.94478 -3.18686 0.3 0.0 -0.2 0.302
H 7.04637 -5.17448 -5.10882 0.1 -0.5 -0.4 0.451
H 7.25274 -6.67061 -4.14791 0.2 0.0 -0.2 0.593
H 10.69907 -5.01432 -2.31860 0.1 -0.1 0.2 0.495
H 9.26883 -5.97949 -1.89396 0.2 0.0 0.3 0.627
H 8.01457 -3.88720 -1.19183 0.0 -0.5 0.0 0.246
H 9.09467 -2.82008 -1.87842 0.5 -0.2 -0.6 0.267
H 10.93663 -3.77721 -0.32901 0.1 -0.1 -0.1 0.355
H 9.65371 -4.51118 0.57539 -0.1 0.1 0.1 0.371
H 8.73420 -2.19949 1.09756 0.0 0.2 0.1 0.313
H 9.90122 -1.42321 0.03555 0.0 -0.1 -0.1 0.333
H 10.44554 -2.13594 1.54362 0.1 -0.5 -0.1 0.389
H 9.95700 -6.97132 -4.95766 0.4 -0.3 0.1 0.608
H 11.28452 -5.79583 -4.78442 -0.1 0.1 0.0 0.577
H 10.09762 -4.55626 -6.76208 0.3 0.0 -0.4 0.070
H 9.00075 -5.90504 -6.90284 -0.1 -0.1 0.0 0.325
H 10.72061 -7.53027 -7.44185 0.1 -0.1 0.2 0.348
H 12.05157 -6.38589 -7.27677 -0.1 0.2 0.2 0.377
H 9.78422 -6.09481 -9.43422 -0.1 -0.3 0.3 0.336
H 11.40781 -6.73160 -9.71770 0.0 0.1 0.1 0.385
H 11.14416 -5.05803 -9.15779 0.2 0.0 -0.3 0.298
H 8.15364 -2.69456 -4.14612 0.0 -0.5 0.8 0.729
H 8.59855 -3.36824 -5.61568 0.3 -0.2 -0.3 0.729
H 11.11585 -3.07110 -5.08901 0.0 -0.8 0.2 0.276
H 10.68023 -2.56673 -3.44743 0.0 0.0 0.0 0.479
H 11.12721 -0.62300 -4.86988 0.0 -0.1 0.1 0.425
H 9.36533 -0.73750 -4.71860 0.1 0.4 0.4 0.318
H 9.00530 -1.43567 -6.89963 0.0 0.3 -0.1 0.309
H 10.63075 -1.95220 -7.19390 0.3 -0.2 0.2 0.241
H 10.37930 -0.25856 -7.00584 -0.5 0.0 -0.2 0.371
C -14.41215 -5.30762 -3.56397 2.3 -5.0 0.6 -0.064
O -13.57579 -4.63634 -2.60086 0.4 1.1 0.6 -0.209
O -14.17922 -6.69092 -3.40579 -1.5 3.1 -1.1 -0.931
C -15.88838 -4.83519 -3.44519 1.1 0.5 1.4 0.814
F -15.84416 -3.48641 -3.25924 -0.6 0.4 -0.6 -0.282
F -16.64237 -5.07936 -4.55477 0.5 0.0 1.0 -0.268
F -16.53445 -5.27049 -2.33217 0.0 -0.4 -1.0 -0.266
C -12.12995 -4.72804 -2.72751 -1.8 0.7 0.1 -0.306
C -11.67614 -3.84218 -1.59054 0.7 0.3 0.7 -1.179
H -11.87630 -4.25814 -0.60312 -0.1 -0.2 -0.1 0.286
H -10.62193 -3.56695 -1.62195 0.4 -0.5 -0.1 0.390
H -12.14946 -2.86046 -1.60751 -0.5 -0.2 -0.3 0.289
H -11.74703 -4.25552 -3.63206 -0.3 0.1 -0.6 0.262
H -11.75800 -5.75243 -2.74723 -0.3 -0.1 0.4 0.310
H -14.04619 -4.88389 -4.49919 -0.2 0.1 -1.0 0.153
N -2.34212 -1.87108 1.39486 0.3 0.2 1.3 0.963
O -2.10853 -2.97666 1.87929 0.0 -1.5 -0.1 -0.629
O -3.25335 -1.70016 0.58693 -0.4 0.3 -0.8 -0.639
O -1.65938 -0.91711 1.83263 0.3 1.2 -0.4 -0.695
```
Positions in Å, forces in eV/Å.

Output
HOMO level in eV: -4.47
Energy relative to the best compared isomer or geometry (same formula, charge and spin) in eV: 4.4802
Total charge: +1
Orbital gap in Eh: 0.085